# 1
C6H8KLiO6 | ωB97M-V/def2-TZVPD

XYZ file:
```
22
C6H8KLiO6, DFT ωB97M-V/def2-TZVPD
O 0.449 1.863 1.703
C 0.252 0.577 1.605
C 0.931 2.688 0.607
O 0.911 0.088 0.562
O -1.008 2.112 -0.712
C -0.269 3.150 -0.224
H 1.649 2.130 -0.002
H 1.423 3.543 1.089
H 0.170 3.827 -0.993
H -0.894 3.798 0.433
O 0.703 -2.125 1.292
C 0.673 -1.305 0.183
C 2.065 -2.329 1.636
O -0.391 -1.391 -0.559
O 1.833 -1.661 -0.573
C 2.770 -2.327 0.272
H 2.151 -3.281 2.168
H 2.421 -1.512 2.281
H 2.938 -3.339 -0.115
H 3.717 -1.775 0.287
K -1.714 0.490 -1.216
Li 0.502 -2.338 -1.934
```

The calculated total energy is -1292.2425 hartree. The value obtained for the energy above the lowest of the compared OMol25 structures with the same formula, charge and spin is 371.0 kJ/mol. As for the total charge: 0. The LUMO energy is -1.13 eV.

Atom charges from the Löwdin analysis, given in e for atoms 1 to 8: -0.0597, -0.0761, -0.1524, -0.0022, -0.6446, -0.3936, 0.1150, 0.1195

# 2
C6H10O | ωB97M-V/def2-TZVPD

XYZ file:
```
17
C6H10O, DFT ωB97M-V/def2-TZVPD
C 1.470 1.546 -0.416
C 1.365 0.218 -0.195
C 2.631 -0.674 -0.322
C 0.028 -0.259 0.268
C -1.185 0.246 -0.020
C -2.465 -0.597 0.112
O -3.201 0.030 1.110
H 2.418 2.068 -0.644
H 0.690 2.221 -0.090
H 3.506 -0.022 -0.279
H 2.618 -1.249 0.516
H 2.731 -1.362 -1.191
H 0.106 -1.077 0.994
H -1.322 1.337 -0.315
H -3.101 -0.732 -0.800
H -2.121 -1.633 0.354
H -4.167 -0.061 0.919
```

The structure (SMILES) is C=C(C)/C=C/CO. The calculated total energy is -309.7647 hartree. The value obtained for the energy above the lowest of the compared OMol25 structures with the same formula, charge and spin is 203.8 kJ/mol. As for the total charge: 0. The LUMO energy is 0.69 eV.

Atom charges from the natural (NBO) analysis, given in e for atoms 1 to 8: -0.3833, -0.0204, -0.6222, -0.2243, -0.1721, -0.0873, -0.7175, 0.1917

# 3
C2H6S2 | ωB97M-V/def2-TZVPD

XYZ file:
```
10
C2H6S2, DFT ωB97M-V/def2-TZVPD
C 2.937 -2.421 -0.818
C 3.090 -1.083 -0.943
H 1.832 -3.025 -0.725
H 3.816 -3.119 -0.932
H 2.502 -0.462 -1.642
H 3.867 -0.509 -0.563
S -1.629 -0.092 0.940
S -1.254 1.728 -0.084
H -1.474 -0.454 -0.312
H -0.578 2.410 1.043
```

The structure (SMILES) is C=C.SS. The calculated total energy is -876.0455 hartree. The value obtained for the energy above the lowest of the compared OMol25 structures with the same formula, charge and spin is 328.3 kJ/mol. As for the total charge: 0. The LUMO energy is 0.09 eV.

Atom charges from the natural (NBO) analysis, given in e for atoms 1 to 8: -0.3885, -0.4023, 0.1970, 0.2044, 0.1990, 0.1891, -0.1137, -0.1726

# 4
C3H6N2O3 | ωB97M-V/def2-TZVPD

XYZ file:
```
14
C3H6N2O3, DFT ωB97M-V/def2-TZVPD
H -0.950 -1.767 -2.475
N -0.424 -0.902 -3.160
C 0.552 -0.516 -2.223
N 0.738 -0.421 -0.821
O -0.614 -0.695 -0.202
C -0.657 -0.693 1.260
O -0.840 0.747 1.886
C 0.049 1.688 1.824
O 1.183 1.802 1.260
H 1.518 0.068 -2.608
H 0.796 0.698 -0.553
H 0.353 -0.917 1.756
H -1.524 -1.511 1.561
H -0.182 2.418 2.496
```

The structure (SMILES) is [H]/N=C\NOCOC=O. The calculated total energy is -452.9399 hartree. The value obtained for the energy above the lowest of the compared OMol25 structures with the same formula, charge and spin is 685.5 kJ/mol. As for the total charge: 0. The LUMO energy is 0.59 eV.

Atom charges from the natural (NBO) analysis, given in e for atoms 1 to 8: 0.3316, -0.6389, 0.2379, -0.3487, -0.4348, 0.1820, -0.5181, 0.6545

# 5
C19H48B2BrCaF4KN4O7P2 | ωB97M-V/def2-TZVPD

XYZ file:
```
89
C19H48B2BrCaF4KN4O7P2, DFT ωB97M-V/def2-TZVPD
C 2.414 4.749 1.043
C 2.786 4.602 -0.116
C 2.882 4.302 -1.669
C 2.398 2.829 -2.024
C 0.838 2.684 -2.293
B -0.080 2.566 -0.939
P -0.261 0.718 -0.375
O 1.381 0.284 0.116
Br -0.971 -0.616 -2.056
P -1.748 3.512 -1.032
N -1.403 5.028 -1.377
O -2.482 3.582 0.562
O -2.823 2.819 -2.154
H 2.020 4.768 2.091
H 3.995 4.341 -1.918
H 2.392 5.119 -2.271
H 2.711 2.103 -1.213
H 2.938 2.521 -2.979
H 0.411 3.493 -2.970
H 0.703 1.699 -2.868
H 0.545 3.098 -0.057
H 1.517 -0.678 0.033
H -1.898 5.297 -2.245
H -1.701 3.529 1.186
H -2.414 2.788 -3.042
C 1.624 -1.884 5.740
N 1.262 -2.063 4.276
C 0.203 -3.143 4.184
C 2.478 -2.502 3.514
C 0.666 -0.777 3.683
C 1.607 0.428 3.676
O 2.001 0.769 4.993
H 1.778 -2.875 6.174
H 2.549 -1.323 5.818
H 0.799 -1.380 6.242
H 0.615 -4.067 4.591
H -0.064 -3.278 3.135
H -0.664 -2.826 4.763
H 3.261 -1.752 3.628
H 2.205 -2.616 2.463
H 2.818 -3.454 3.929
H -0.222 -0.557 4.279
H 0.362 -1.015 2.659
H 1.086 1.282 3.246
H 2.499 0.239 3.072
H 2.741 1.395 4.929
N 4.384 -4.279 1.494
H 4.914 -5.103 1.188
H 3.383 -4.492 1.477
H 4.665 -4.028 2.446
H 4.578 -3.495 0.863
C -4.012 -2.352 1.134
C -4.031 -0.812 1.055
C -4.717 -0.384 -0.260
O -2.759 -0.380 1.021
H -3.471 -2.804 0.296
H -3.547 -2.697 2.064
H -5.034 -2.747 1.113
H -4.696 -0.474 1.867
H -4.199 -0.771 -1.143
H -4.766 0.704 -0.347
H -5.746 -0.762 -0.292
B -5.922 4.670 -3.222
F -5.742 4.439 -1.817
F -7.097 5.445 -3.427
F -4.787 5.371 -3.742
F -6.054 3.412 -3.897
C 5.948 0.886 6.030
C 5.712 1.737 4.829
N 5.529 2.403 3.902
H 6.315 -0.094 5.723
H 6.687 1.356 6.678
H 5.017 0.760 6.585
O -3.421 -2.620 -4.050
C -2.763 -2.809 -5.023
O -1.522 -3.352 -4.918
C -0.722 -3.793 -6.029
C 0.068 -2.640 -6.630
C -3.255 -2.367 -6.387
H -1.333 -4.317 -6.768
H -0.024 -4.529 -5.628
H -0.579 -1.880 -7.024
H 0.715 -2.992 -7.437
H 0.685 -2.161 -5.866
H -3.043 -1.304 -6.516
H -4.333 -2.522 -6.434
H -2.826 -2.938 -7.219
K -0.425 1.916 1.724
Ca -1.605 -0.938 -7.553
```

The calculated total energy is -6480.9562 hartree. The value obtained for the energy above the lowest of the compared OMol25 structures with the same formula, charge and spin is 0.0 kJ/mol. As for the total charge: +2. The LUMO energy is -7.86 eV.

Atom charges from the Löwdin analysis, given in e for atoms 1 to 8: 0.0536, -0.1055, -0.1700, -0.2272, -0.2471, -0.9166, 0.4451, -0.4345

# 6
C39H29N2O6 | ωB97M-V/def2-TZVPD

XYZ file:
```
76
C39H29N2O6, DFT ωB97M-V/def2-TZVPD
C 1.287 6.808 2.230
O 0.780 6.349 0.956
C 0.910 5.051 0.586
C 0.136 4.623 -0.521
C 0.025 3.292 -0.818
C 0.739 2.288 -0.092
C 0.512 0.919 -0.312
C 0.746 -0.043 0.685
C 1.144 -1.388 0.390
C 1.017 -2.411 1.293
C 1.398 -3.792 0.952
C 2.475 -4.028 0.067
C 2.860 -5.328 -0.264
C 2.165 -6.426 0.262
C 1.086 -6.210 1.130
C 0.721 -4.910 1.475
C 0.441 -2.117 2.630
O -0.027 -3.011 3.355
C 0.457 -0.696 3.052
C 0.248 -0.331 4.465
C 0.799 0.866 4.987
C 0.568 1.249 6.312
C -0.236 0.459 7.147
C -0.770 -0.739 6.653
C -0.511 -1.128 5.341
C 0.578 0.265 2.081
C 1.656 2.771 0.904
C 1.717 4.101 1.262
H 0.921 7.834 2.290
H 0.890 6.211 3.063
H 2.385 6.796 2.241
H -0.410 5.379 -1.081
H -0.655 2.992 -1.612
H -0.057 0.585 -1.266
H 1.535 -1.608 -0.604
H 3.030 -3.176 -0.331
H 3.707 -5.479 -0.938
H 2.463 -7.442 -0.001
H 0.525 -7.049 1.546
H -0.089 -4.747 2.181
H 1.433 1.480 4.344
H 1.012 2.172 6.692
H -0.438 0.769 8.173
H -1.391 -1.377 7.288
H -0.900 -2.075 4.976
H 0.434 1.303 2.366
H 2.289 2.061 1.432
H 2.358 4.419 2.088
C -0.115 0.034 -2.463
C -0.566 1.034 -3.467
C 0.280 2.135 -3.768
C -0.136 3.162 -4.597
C -1.415 3.093 -5.178
N -1.922 4.212 -5.895
O -3.064 4.136 -6.403
O -1.213 5.239 -5.985
C -2.231 1.965 -4.995
C -1.782 0.942 -4.180
C -0.910 -1.225 -2.396
C -2.299 -1.203 -2.131
C -3.055 -2.362 -2.177
C -2.406 -3.586 -2.409
N -3.202 -4.743 -2.628
O -2.640 -5.833 -2.875
O -4.447 -4.615 -2.581
C -1.005 -3.656 -2.552
C -0.276 -2.478 -2.545
H 0.933 -0.220 -2.691
H 1.276 2.190 -3.327
H 0.478 4.038 -4.799
H -3.199 1.904 -5.488
H -2.386 0.044 -4.096
H -2.803 -0.251 -1.967
H -4.137 -2.347 -2.065
H -0.527 -4.625 -2.697
H 0.804 -2.514 -2.701
```

The calculated total energy is -2064.2769 hartree. The value obtained for the energy above the lowest of the compared OMol25 structures with the same formula, charge and spin is 0.0 kJ/mol. As for the total charge: -1. The LUMO energy is 1.05 eV.

Atom charges from the Löwdin analysis, given in e for atoms 1 to 8: -0.0601, -0.0917, -0.2622, 0.0035, -0.0072, -0.1904, 0.0386, -0.1773